No. 1
12
Properties=species:S:1:pos:R:3:lowdin_charge:R:1 method="wB97M-V/def2-TZVPD" charge=+1 homo_energy_ha="-0.486 / -0.475" spin_multiplicity=1 e_above_lowest_ev=9.7319 smiles="[NH3+][C@@H]1C#CC=C1" total_energy_ev=-6755.4456 molar_mass_g_mol=80.110
N -0.9162 -0.9072 -0.5815 0.24
C 0.1909 -0.4017 0.4078 -0.42
C -0.1951 -1.1204 1.7121 0.24
C 0.7642 0.2789 2.5557 0.17
C 0.6738 1.4787 1.9379 -0.11
C 0.6792 1.0195 0.5692 -0.04
H -0.9544 -1.9147 -0.5140 0.16
H -0.5728 -0.6545 -1.5102 0.17
H -1.7756 -0.5056 -0.2824 0.16
H 1.1591 -1.0693 0.3611 0.20
H 0.9725 2.4885 2.0901 0.11
H 1.1638 1.2878 -0.3329 0.10


No. 2
12
Properties=species:S:1:pos:R:3:lowdin_charge:R:1 method="wB97M-V/def2-TZVPD" charge=+1 homo_energy_ha=-0.561 spin_multiplicity=1 e_above_lowest_ev=5.3031 total_energy_ev=-6759.8744 molar_mass_g_mol=80.110
C 2.7397 0.0827 -0.1205 0.23
C -1.0192 1.0540 -0.0921 0.03
C 1.5247 0.2048 -0.0553 -0.09
C -0.6575 -0.9272 0.0299 -0.03
C -1.7830 0.0211 -0.2608 0.02
N 0.2334 0.2894 0.3611 -0.04
H -1.1031 2.1191 -0.4517 0.17
H 3.7212 -0.0116 -0.5156 0.06
H -0.5618 -1.4459 1.0198 0.15
H -0.4790 -1.6213 -0.8171 0.16
H -2.8005 0.0617 -0.5027 0.12
H 0.1852 0.1733 1.4049 0.22


No. 3
12
Properties=species:S:1:pos:R:3:lowdin_charge:R:1 method="wB97M-V/def2-TZVPD" charge=+1 homo_energy_ha="-0.569 / -0.431" spin_multiplicity=1 e_above_lowest_ev=10.9543 total_energy_ev=-6754.2232 molar_mass_g_mol=80.110
C -1.2902 0.9583 0.4403 0.10
C -2.1114 -1.2219 0.2370 0.03
C -2.4079 0.2185 -0.1459 -0.04
C -1.0870 -0.4307 -0.5536 0.04
C 3.7648 0.7355 -0.1374 0.27
N -0.1560 0.5781 0.0941 0.22
H -1.9080 -1.4164 1.2206 0.10
H -2.6609 -2.0400 -0.1430 0.12
H -3.3121 0.4827 -0.6463 0.15
H 3.0284 1.1044 0.4087 -0.06
H 3.5338 -0.3116 -0.4925 0.06
H 4.6064 1.3432 -0.2819 0.01


No. 4
12
Properties=species:S:1:pos:R:3:lowdin_charge:R:1 method="wB97M-V/def2-TZVPD" charge=+1 homo_energy_ha="-0.526 / -0.578" spin_multiplicity=3 e_above_lowest_ev=4.9378 total_energy_ev=-6755.9805 molar_mass_g_mol=80.110 s2=2.04
C 1.4790 -0.1042 0.0503 -0.26
C 2.5321 0.2010 -0.5968 0.45
C -0.7850 0.9196 -0.1877 0.00
C -0.7900 -0.6121 -0.5397 -0.09
C 0.4284 0.4950 0.8055 -0.10
N 0.2371 -0.9341 0.4230 0.07
H -0.4286 1.7226 -0.8497 0.12
H -1.7962 1.2911 0.1825 0.14
H -1.6802 -1.1448 -0.4137 0.12
H -0.2534 -0.9295 -1.5004 0.17
H 0.7621 0.9275 1.7336 0.16
H 0.2946 -1.8320 0.8931 0.21


No. 5
12
Properties=species:S:1:pos:R:3:lowdin_charge:R:1 method="wB97M-V/def2-TZVPD" charge=+1 homo_energy_ha="-0.464 / -0.556" spin_multiplicity=3 e_above_lowest_ev=6.3791 total_energy_ev=-6754.5393 molar_mass_g_mol=80.110 s2=2.01
C -0.9267 1.8111 -0.0887 0.24
C -2.1901 0.0487 0.1379 0.25
C -1.1838 -0.9484 -0.0342 -0.23
C 0.1074 -0.3575 0.4930 -0.14
C 0.0500 1.0662 0.3496 -0.25
N 1.3273 0.4392 0.0053 0.23
H -1.1244 2.7322 -0.5321 0.07
H -1.5083 -1.8124 0.5332 0.13
H -1.2358 -0.8657 -1.2120 0.18
H 0.5539 -0.7262 1.4381 0.17
H 2.1046 0.5714 0.6611 0.19
H 1.6773 0.4286 -0.9162 0.16


No. 6
13
Properties=species:S:1:pos:R:3:lowdin_charge:R:1 method="wB97M-V/def2-TZVPD" homo_energy_ha=-0.321 spin_multiplicity=1 e_above_lowest_ev=4.8762 smiles="C=Cc1cn[nH]c1" total_energy_ev=-8257.4822 molar_mass_g_mol=94.117
C -2.7813 -0.3695 -0.0520 -0.07
C -1.7685 0.4768 -0.0301 -0.28
C -0.3266 0.1368 -0.1898 -0.20
C 0.6429 -1.1287 0.0623 -0.11
N 1.8630 -0.8282 0.1533 0.01
N 1.8757 0.4603 -0.0527 -0.07
C 0.5762 1.1418 -0.0120 -0.05
H -2.0856 -1.3904 -0.3908 0.12
H -3.9177 -0.2746 0.5462 0.14
H -1.8810 1.5520 0.6450 0.16
H 0.3725 -2.1642 -0.0937 0.09
H 2.6828 1.0000 -0.2127 0.11
H 0.6025 2.3098 0.1318 0.16


No. 7
13
Properties=species:S:1:pos:R:3:lowdin_charge:R:1 method="wB97M-V/def2-TZVPD" homo_energy_ha=-0.331 spin_multiplicity=1 e_above_lowest_ev=3.5211 total_energy_ev=-8258.8373 molar_mass_g_mol=94.117
C 0.6207 0.2305 -0.9399 -0.12
C 1.7324 0.3705 0.1742 -0.01
C 0.4107 0.2153 0.8552 -0.38
N -0.1516 -0.8393 1.3550 0.11
C -1.4188 -0.8179 0.7955 -0.14
C -1.5661 0.1951 -0.1022 -0.13
N -0.3852 0.9827 -0.0579 0.01
H -0.1526 -0.6181 -1.0165 0.13
H 0.7699 0.4920 -1.9726 0.10
H 2.4832 -0.4065 0.3287 0.11
H 2.1774 1.3812 0.2813 0.12
H -2.1172 -1.6031 1.0491 0.10
H -2.4027 0.4177 -0.7498 0.11


No. 8
13
Properties=species:S:1:pos:R:3:lowdin_charge:R:1 method="wB97M-V/def2-TZVPD" homo_energy_ha=-0.300 spin_multiplicity=1 e_above_lowest_ev=4.6656 total_energy_ev=-8257.6928 molar_mass_g_mol=94.117
C 0.2962 -1.3946 0.0703 -0.12
C -0.0341 -0.1065 0.0224 -0.16
C 1.7029 0.6668 -0.0512 -0.24
C 2.5034 -0.5553 0.0155 -0.07
C -1.2759 0.7264 -0.0565 -0.09
N 1.7096 -1.5940 -0.0374 -0.03
N 1.6637 1.9163 -0.0053 0.16
H -0.1795 -2.3600 0.2051 0.11
H -1.2954 1.3717 -0.8513 0.02
H -2.2472 0.0347 -0.1356 0.11
H -1.2217 1.3155 0.9887 0.12
H 2.1311 -2.4978 0.0823 0.12
H 2.5974 2.3218 -0.0209 0.06